Computed, not measured: a cluster of 2 separate species, C6H17NO in total, with ωB97M-V/def2-TZVPD.

XYZ file:
```
25
Properties=species:S:1:pos:R:3
O -0.85868 3.04769 0.75836
N -0.40578 -0.51984 -1.25807
C 1.05636 0.71565 0.61628
C -0.44562 -1.94503 -0.86122
C -0.56685 -2.25731 0.65410
C 0.82108 0.17886 -0.79314
C -1.59896 0.21099 -0.89526
C 2.24494 0.05363 1.39726
H -2.45507 -0.28952 -1.34964
H 2.12981 -1.01343 1.19993
H 3.16262 0.32221 0.87402
H -1.56149 1.19134 -1.41432
H -1.65494 3.41738 0.35040
H 0.14810 -3.06866 0.80047
H 1.37284 1.76464 0.60642
H 0.18240 0.68525 1.25795
H -0.49578 2.49053 0.08393
H -1.56330 -2.46199 1.03814
H 0.91974 1.05526 -1.49222
H -1.34614 -2.31515 -1.38927
H -1.77635 0.47754 0.14753
H 2.20648 0.23993 2.47008
H 1.61303 -0.43610 -1.24520
H 0.45809 -2.43202 -1.22126
H -0.21989 -1.41132 1.24499
```

Calculated values
**Energy relative to the best compared isomer or geometry (same formula, charge and spin)**: 33.5 kcal/mol
**E_HOMO**: -8.542 eV
**E**: -10034.131 eV
**Structure (SMILES)**: CCCN(C)CC.O
**Molecular weight**: 119.21 g/mol
**HOMO-LUMO gap**: 9.405 eV
**LUMO energy**: 0.0317 Eh

Löwdin population analysis, charges in e, atoms 1 to 6:
1. O -0.052
2. N -0.231
3. C -0.265
4. C -0.231
5. C -0.075
6. C -0.214

***

Computed, not measured: the molecule C4H2N2S, with ωB97M-V/def2-TZVPD.

XYZ file:
```
9
Properties=species:S:1:pos:R:3
S 0.58805 -1.77983 1.14921
N -0.24895 2.05834 -2.06350
N -0.47756 -0.61146 1.79816
C 0.06829 1.18641 -1.38094
C -0.74007 0.34484 1.03937
C 0.82138 -0.97112 -0.36590
C 0.10159 0.16862 -0.44523
H 1.39480 -1.47110 -1.04134
H -1.50752 1.07530 1.31017
```

Calculated values
**Energy relative to the best compared isomer or geometry (same formula, charge and spin)**: 21.5 kcal/mol
**E_HOMO**: -9.684 eV
**E**: -17993.901 eV
**Structure (SMILES)**: N#Cc1cnsc1
**Molecular weight**: 110.14 g/mol
**HOMO-LUMO gap**: 9.816 eV
**LUMO energy**: 0.0049 Eh

Löwdin population analysis, charges in e, atoms 1 to 6:
1. S 0.961
2. N 0.160
3. N -0.311
4. C -0.233
5. C -0.140
6. C -0.353

***

Computed, not measured: a cluster of 2 separate species, C8H20O2 in total, with ωB97M-V/def2-TZVPD.

XYZ file:
```
30
Properties=species:S:1:pos:R:3
O 0.39535 1.89716 -1.10226
O -0.16938 -2.02692 1.51661
C 0.14647 2.43452 1.20074
C 2.14857 -2.25537 1.99564
C -0.42766 2.60461 -0.18862
C -1.21511 -2.00574 0.55819
C 0.84801 1.23120 -3.33971
C -2.52151 -1.76727 1.28297
C 1.09429 -2.24711 0.91061
C -0.08074 2.00955 -2.43391
H 1.17371 2.83404 1.24290
H -1.23987 -2.96871 0.01272
H 1.29782 -1.44738 0.17274
H 3.14662 -2.42478 1.55768
H 0.17256 1.36700 1.47702
H 0.87108 0.16885 -3.04393
H 2.15771 -1.28995 2.52902
H -2.70684 -2.57180 2.01440
H 1.87222 1.63589 -3.27805
H -1.46110 2.21070 -0.23634
H -3.35852 -1.74489 0.56497
H -0.47132 2.97383 1.93837
H -1.02578 -1.20451 -0.18184
H -1.11205 1.61198 -2.49544
H 0.50587 1.29769 -4.38620
H -0.11298 3.07599 -2.72908
H 1.08374 -3.21156 0.36733
H -2.49231 -0.80395 1.81942
H 1.94318 -3.05779 2.72402
H -0.46202 3.67471 -0.46996
```

Calculated values
**Energy relative to the best compared isomer or geometry (same formula, charge and spin)**: 31.5 kcal/mol
**E_HOMO**: -9.701 eV
**E**: -12714.622 eV
**Structure (SMILES)**: CCOCC.CCOCC
**Molecular weight**: 148.25 g/mol
**HOMO-LUMO gap**: 10.721 eV
**LUMO energy**: 0.0375 Eh

Löwdin population analysis, charges in e, atoms 1 to 6:
1. O -0.176
2. O -0.172
3. C -0.077
4. C -0.082
5. C -0.304
6. C -0.303

***

Question: Look up the molecular weight of the first one.
Answer: 119.21 g/mol

***

Question: Which value of E_HOMO does entry 2 give?
Answer: -9.684 eV